## one
Density functional theory data (wB97M-V/def2-TZVPD) for a cluster of 2 separate species, C4H6O in total.

E_HOMO, eV: -9.36
Molar mass, g/mol: 70.1
Gap between HOMO and LUMO, Eh: 0.323

Cartesian coordinates (Å):
C 1.360 -0.970 1.638
C 0.631 -0.304 0.589
C -0.182 0.061 -0.267
C -0.776 0.668 -1.410
H 1.997 -0.225 2.229
H 0.776 -1.505 2.313
H 2.067 -1.812 1.213
H -1.508 0.045 -1.963
H 0.034 0.746 -2.126
H -2.904 1.424 -0.996
O -1.494 1.871 -1.220

Atom charges from the Löwdin analysis, given in e for atoms 1 to 2: C -0.1319; C -0.0811


## two
Density functional theory data (wB97M-V/def2-TZVPD) for the molecule C4H6O.

E_HOMO, eV: -9.47
Molar mass, g/mol: 70.1
Gap between HOMO and LUMO, Eh: 0.318

Cartesian coordinates (Å):
O 2.232 -0.851 0.237
C 1.158 -0.307 -0.003
C -0.232 -0.884 -0.057
C -1.172 0.326 -0.044
C 1.338 1.060 -0.374
H -0.335 -1.473 -0.976
H -0.387 -1.570 0.782
H -1.412 0.642 0.975
H -2.099 0.168 -0.596
H 1.395 1.737 0.491
H -0.674 1.176 -0.551

Atom charges from the Löwdin analysis, given in e for atoms 1 to 2: O 0.0645; C -0.5896


## three
Density functional theory data (wB97M-V/def2-TZVPD) for the molecule C4H6O.

E_HOMO, eV: -9.14
Molar mass, g/mol: 70.1
SMILES: C=C/C=C/O
Gap between HOMO and LUMO, Eh: 0.369

Cartesian coordinates (Å):
C -1.348 1.956 0.444
C -0.277 1.207 0.643
C 0.042 -0.218 0.501
C 0.662 -0.710 -0.561
O 0.891 -2.060 -0.729
H -1.226 3.016 0.211
H -2.352 1.629 0.231
H 0.662 1.713 0.755
H -0.109 -1.024 1.237
H 0.939 -0.107 -1.428
H 0.401 -2.347 -1.502

Atom charges from the Löwdin analysis, given in e for atoms 1 to 2: C 0.0060; C -0.1957


## four
Density functional theory data (wB97M-V/def2-TZVPD) for the molecule C4H6O.

E_HOMO, eV: -10.05
Molar mass, g/mol: 70.1
SMILES: C#CCCO
Gap between HOMO and LUMO, Eh: 0.404

Cartesian coordinates (Å):
C -1.777 -0.119 -1.381
C -0.936 -0.259 -0.553
C -0.067 -0.696 0.480
C 1.181 0.234 0.509
O 0.861 1.582 0.438
H -2.521 -0.030 -2.102
H 0.250 -1.726 0.297
H -0.603 -0.659 1.428
H 1.826 -0.082 -0.319
H 1.707 0.079 1.450
H 0.079 1.675 -0.247

Atom charges from the Löwdin analysis, given in e for atoms 1 to 2: C 0.1421; C -0.1917


three (0.265 eV below the next structure)